[1]
Entry from the Open Molecules 2025 dataset: C8H6N2O in the gas phase at a distorted geometry (ωB97M-V/def2-TZVPD).

```
17
Properties=species:S:1:pos:R:3:forces:R:3
O -0.11425 1.02969 -3.38721 -0.469 -0.373 -4.265
C -0.07568 1.36656 -2.26941 1.145 0.330 2.972
C -0.24741 0.39179 -1.23020 -0.641 -0.712 2.042
C -0.84681 -0.77704 -1.51927 0.983 -1.144 4.185
N -0.88612 -1.59889 -0.31314 -0.533 -1.074 -1.883
C -0.33154 -0.89380 0.70297 1.368 -0.935 2.362
N -0.09934 -1.38345 2.01647 -0.862 3.544 -2.086
C 0.44526 -0.37874 2.80034 -1.659 -3.172 0.984
C 1.09712 0.72750 2.35410 1.006 0.713 -1.091
C 0.95626 1.05052 0.99837 -0.535 2.277 0.948
C 0.07728 0.35025 0.18228 1.175 0.233 0.518
H 0.24113 2.34541 -1.95249 -0.001 1.164 0.084
H -1.14726 -0.94746 -2.47823 -1.192 -1.463 -2.085
H -1.04125 -2.63415 -0.18120 -0.058 1.892 -0.706
H 0.21707 -0.50054 3.89487 0.965 -0.307 -1.054
H 1.81464 1.26877 3.00058 -1.002 -0.081 -0.362
H 1.28106 2.08449 0.77581 0.310 -0.890 -0.562
```
Positions in Å, forces in eV/Å.

Properties
- spin multiplicity = 1
- HOMO-LUMO gap (eV) = 9.12
- F_max (eV Å⁻¹) = 4.45
- SMILES string = O=Cc1c[nH]c2ncccc12
- energy above the lowest of the compared OMol25 structures with the same formula, charge and spin (kJ/mol) = 183.7
- HOMO energy (eV) = -8.97

[2]
Entry from the Open Molecules 2025 dataset: an isolated ion of composition C4H9BrNO and charge +1 at a distorted geometry (ωB97M-V/def2-TZVPD).

```
16
Properties=species:S:1:pos:R:3:forces:R:3
C 1.37005 1.03550 -0.25772 -4.063 0.064 -0.904
C 0.50149 0.02471 -0.22397 3.673 -2.026 -0.709
C 1.09184 -1.37651 0.09082 -1.981 3.015 0.731
N -0.87544 -0.03142 -0.72863 -0.882 4.716 0.358
C -1.87482 0.45513 0.27575 -1.508 1.604 4.983
O -1.90906 1.82044 0.09692 -0.004 0.329 0.115
Br -3.73132 -0.24778 0.00189 1.162 -0.195 -0.239
H 1.02648 1.98061 -0.58619 -0.060 1.099 -0.198
H 2.36079 0.92565 -0.01125 1.989 -0.444 0.716
H 2.05593 -1.58847 -0.19941 2.310 0.372 -0.686
H 0.52838 -2.09278 -0.35165 -1.949 -2.413 -1.279
H 0.99016 -1.46406 1.12458 0.082 -0.684 1.858
H -1.21805 -0.92593 -0.88414 -0.101 -2.530 -1.217
H -1.08358 0.66858 -1.55477 0.642 -1.820 1.398
H -1.65696 0.25922 1.54991 -0.007 -0.238 -4.199
H -2.49354 2.29756 0.74214 0.696 -0.850 -0.727
```
Positions in Å, forces in eV/Å.

Properties
- spin multiplicity = 1
- HOMO-LUMO gap (eV) = 10.95
- F_max (eV Å⁻¹) = 5.45
- charge = +1
- SMILES string = C=C(C)[NH2+][C@@H](O)Br
- energy above the lowest of the compared OMol25 structures with the same formula, charge and spin (kJ/mol) = 177.2
- HOMO energy (eV) = -14.80

[3]
Entry from the Open Molecules 2025 dataset: a 2-piece molecular cluster, C7H8F3N3O overall at a distorted geometry (ωB97M-V/def2-TZVPD).

```
22
Properties=species:S:1:pos:R:3:forces:R:3
C 1.20922 -0.73553 -0.03335 -1.453 -2.598 -0.878
C 0.28556 1.61841 0.82830 -0.943 1.045 3.311
C -1.73663 0.31664 1.80970 2.456 1.267 -1.235
C 2.15137 0.34498 0.15646 -0.558 3.042 -0.046
C -0.56302 0.47596 0.81694 -3.123 -0.150 -2.870
C -1.49104 0.29657 -2.24532 2.654 3.415 0.999
C -1.68432 1.22343 -1.05947 -1.234 -0.336 3.158
N 1.53157 1.53066 0.76837 1.312 0.822 -0.752
N -0.02554 -0.69533 0.37252 1.998 -1.978 -1.206
N -2.11991 -0.90978 2.09383 -1.813 -3.479 1.495
O -2.19556 1.29365 2.33398 -0.783 1.195 0.442
F -1.13869 1.26839 -3.23111 0.042 -1.662 -0.334
F -3.01073 1.33642 -0.68311 1.415 -0.086 -0.446
F -1.18274 2.45447 -1.20105 -0.254 -0.802 0.076
H 1.58400 -1.73699 -0.49721 -0.716 1.720 0.921
H -0.21132 2.48016 1.32162 0.648 -0.016 -0.704
H 2.90425 0.04514 0.81865 1.414 -0.685 1.010
H 2.68849 0.87625 -0.65986 -0.311 -1.310 -0.338
H -0.61617 -0.30821 -1.93474 -0.511 -0.231 -0.990
H -2.37830 -0.16437 -2.53411 -1.272 -1.121 -0.325
H -1.69365 -1.82657 1.86342 -0.108 1.642 -0.265
H -2.89367 -0.98253 2.79428 1.141 0.306 -1.021
```
Positions in Å, forces in eV/Å.

Properties
- spin multiplicity = 1
- HOMO-LUMO gap (eV) = 7.91
- F_max (eV Å⁻¹) = 4.44
- energy above the lowest of the compared OMol25 structures with the same formula, charge and spin (kJ/mol) = 227.4
- HOMO energy (eV) = -8.48

[4]
Entry from the Open Molecules 2025 dataset: C12H36BaO6 as an isolated structure at a distorted geometry (ωB97M-V/def2-TZVPD).

```
55
Properties=species:S:1:pos:R:3:forces:R:3
Ba -0.26089 0.37557 -0.61362 -0.293 -0.064 -0.023
C 2.10948 0.92829 -4.09543 0.581 0.384 -1.571
C 2.29063 0.00235 -2.94689 0.326 -0.826 -2.475
O 2.22960 0.73548 -1.79546 -0.432 0.381 2.925
H 2.63378 0.52078 -4.95981 -0.378 -0.153 -0.354
H 2.60963 1.88621 -3.95278 -0.118 0.121 0.299
H 1.05653 1.09512 -4.32256 0.079 0.121 -0.031
H 3.22864 -0.54432 -3.04384 0.166 -0.090 0.234
H 1.49451 -0.73448 -3.05349 -0.118 -0.100 0.821
H 3.04563 1.23365 -1.70875 0.001 0.184 0.040
C -3.65304 3.53700 -0.80547 -0.044 -0.300 0.032
C -2.84597 3.06419 0.39015 -1.145 0.807 -0.763
O -2.58211 1.68609 0.20278 1.247 -0.519 0.413
H -3.90559 4.59431 -0.72533 -0.042 -0.070 -0.182
H -4.55334 2.92755 -0.88370 -0.323 0.230 0.080
H -3.09191 3.30387 -1.71039 0.097 0.396 -0.073
H -3.43091 3.18835 1.30149 0.251 0.205 0.226
H -1.94052 3.67090 0.40350 0.306 -0.582 0.390
H -3.41623 1.23867 0.04260 -0.211 -0.141 -0.093
C -3.12284 -2.93766 1.15692 0.316 0.375 1.036
C -1.72962 -2.34858 1.53796 -0.682 -2.719 -1.355
O -1.72817 -0.96448 1.37920 0.247 0.772 0.731
H -3.53771 -2.58147 0.21400 0.478 -0.085 -0.163
H -3.82838 -2.59899 1.91562 -0.145 0.073 0.112
H -3.15356 -4.02520 1.22336 0.219 -0.016 -0.246
H -0.95342 -2.77907 0.90527 -0.056 0.160 -0.307
H -1.43832 -2.68645 2.53248 -0.208 0.338 0.315
H -2.02577 -0.69243 2.25042 -0.220 1.031 -0.081
C -1.07116 -4.15365 -1.76565 0.721 0.479 0.117
C 0.04159 -3.18291 -2.27135 -0.502 -1.095 -0.613
O 0.44136 -2.24680 -1.25910 -0.034 -0.197 -0.098
H -1.21850 -5.05098 -2.36664 -0.006 0.388 -0.558
H -2.02312 -3.65732 -1.57711 0.064 0.040 -0.170
H -0.73447 -4.58986 -0.82520 0.085 0.201 0.307
H -0.17084 -2.61721 -3.17852 -0.714 0.174 0.278
H 0.89883 -3.76977 -2.60124 0.269 -0.162 0.379
H 0.98593 -2.76145 -0.65894 0.141 0.149 0.407
C 0.32662 3.62151 3.01406 0.156 -1.144 0.031
C 0.59375 2.19555 2.47774 0.560 1.324 0.204
O 0.73110 2.27015 1.05438 -0.549 -0.350 -0.513
H -0.51833 4.04203 2.46876 0.167 0.201 0.081
H 1.24793 4.18922 2.88378 -0.216 0.315 -0.136
H 0.10651 3.60947 4.08154 -0.065 -0.029 -0.008
H -0.20890 1.49758 2.71580 0.074 -0.006 -0.164
H 1.56181 1.83632 2.82692 -0.229 -0.286 0.551
H 1.46604 2.84657 0.83257 0.124 0.234 0.035
C 3.75248 0.01722 1.72628 0.822 -0.472 -1.075
C 2.94487 -1.09337 1.05478 0.191 0.484 0.796
O 1.55110 -0.76208 1.27625 0.369 -0.907 -0.376
H 3.52033 0.94411 1.20182 0.064 0.152 0.225
H 4.80751 -0.20798 1.57040 0.189 0.193 -0.036
H 3.64554 0.14113 2.80392 -0.477 -0.226 -0.059
H 3.18845 -2.07232 1.46762 -0.190 -0.083 0.298
H 3.15079 -1.20753 -0.00949 -0.235 0.551 -0.053
H 1.48262 -0.93288 2.21845 -0.676 0.159 0.216
```
Positions in Å, forces in eV/Å.

Properties
- spin multiplicity = 2
- HOMO-LUMO gap (alpha / beta) (eV) = 3.04 / 10.97
- F_max (eV Å⁻¹) = 3.11
- charge = +1
- HOMO energy (alpha / beta) (eV) = -5.43 / -13.53

Q: What is the spin multiplicity in the second record?
A: 1

Q: Which formula does entry 2 have?
A: C4H9BrNO